{
  "formula": "C20H30O2",
  "method": "the ωB97M-V functional and the def2-TZVPD basis",
  "de_lowest_ev": 0.984,
  "homo_ev": -8.0171,
  "smiles": "CC(C)=CCC/C(C)=C/CC/C(C)=C/C=C/C(C)=C/C(=O)O",
  "energy_ha": -930.5192,
  "elements": ["C", "C", "C", "C", "C", "C", "C", "C", "C", "C", "C", "C", "C", "C", "C", "C", "C", "C", "C", "C", "O", "O", "H", "H", "H", "H", "H", "H", "H", "H", "H", "H", "H", "H", "H", "H", "H", "H", "H", "H", "H", "H", "H", "H", "H", "H", "H", "H", "H", "H", "H", "H"],
  "xyz": [[3.63, -3.06, 3.45], [3.37, -1.67, 2.97], [2.80, -0.73, 4.00], [3.62, -1.30, 1.72], [3.38, 0.05, 1.12], [2.14, 0.02, 0.20], [0.88, -0.19, 0.99], [0.24, 1.08, 1.47], [0.43, -1.41, 1.24], [-0.78, -1.81, 2.02], [-1.95, -2.15, 1.06], [-2.40, -0.93, 0.32], [-3.41, -0.07, 1.02], [-1.87, -0.63, -0.88], [-2.19, 0.52, -1.67], [-1.60, 0.77, -2.86], [-1.88, 1.89, -3.72], [-2.89, 2.90, -3.28], [-1.21, 1.99, -4.89], [-1.34, 3.03, -5.90], [-2.05, 4.01, -5.90], [-0.52, 2.78, -6.95], [4.33, -3.05, 4.29], [4.06, -3.68, 2.66], [2.71, -3.52, 3.79], [1.87, -0.29, 3.65], [3.50, 0.07, 4.22], [2.61, -1.27, 4.93], [4.02, -2.04, 1.03], [3.23, 0.79, 1.90], [4.24, 0.34, 0.52], [2.26, -0.79, -0.53], [2.08, 0.96, -0.35], [0.99, 1.75, 1.89], [-0.23, 1.59, 0.63], [-0.53, 0.91, 2.22], [0.98, -2.25, 0.82], [-0.56, -2.69, 2.61], [-1.10, -1.01, 2.69], [-1.60, -2.91, 0.35], [-2.78, -2.56, 1.64], [-4.39, -0.22, 0.59], [-3.16, 0.99, 0.94], [-3.46, -0.33, 2.08], [-1.14, -1.31, -1.30], [-2.93, 1.20, -1.29], [-0.86, 0.07, -3.23], [-3.86, 2.42, -3.14], [-2.99, 3.69, -4.02], [-2.59, 3.34, -2.33], [-0.49, 1.23, -5.16], [-0.62, 3.48, -7.61]],
  "nbo_charge": [-0.6304, 0.0389, -0.6628, -0.2063, -0.4251, -0.4224, 0.0394, -0.6571, -0.1996, -0.4269, -0.4262, 0.0933, -0.6691, -0.2584, -0.1615, -0.2256, 0.0931, -0.6769, -0.3502, 0.7525, -0.6145, -0.6878, 0.2106, 0.2114, 0.2082, 0.2243, 0.2206, 0.2124, 0.1903, 0.2013, 0.2137, 0.2065, 0.2080, 0.2136, 0.2232, 0.2099, 0.1971, 0.2146, 0.1997, 0.2111, 0.2100, 0.2297, 0.2203, 0.2165, 0.2044, 0.2017, 0.2007, 0.2227, 0.2667, 0.2215, 0.2172, 0.4956]
}

***

{
  "formula": "C20H31Br2INb",
  "method": "the ωB97M-V functional and the def2-TZVPD basis",
  "charge": -1,
  "homo_ev": -5.1615,
  "energy_ha": -6282.8670,
  "elements": ["C", "C", "Nb", "C", "C", "C", "C", "C", "C", "C", "C", "C", "C", "C", "C", "C", "I", "C", "C", "C", "Br", "C", "C", "Br", "H", "H", "H", "H", "H", "H", "H", "H", "H", "H", "H", "H", "H", "H", "H", "H", "H", "H", "H", "H", "H", "H", "H", "H", "H", "H", "H", "H", "H", "H", "H"],
  "xyz": [[-4.52, 0.17, -2.42], [-3.36, 0.00, -1.80], [-1.37, 0.03, -0.61], [0.64, -0.07, 0.50], [1.32, -1.54, 0.47], [2.81, -1.34, 1.11], [2.86, -1.07, 2.66], [4.19, -0.81, 3.45], [5.53, -0.81, 2.62], [5.49, -1.11, 1.07], [4.13, -1.37, 0.28], [-2.13, 1.80, 0.55], [-1.32, 3.12, 0.78], [-2.19, 4.41, 0.23], [0.16, 3.36, 0.24], [-0.51, 1.26, -2.34], [-1.86, 2.80, -3.11], [-0.27, 0.23, -3.60], [1.16, -0.52, -3.35], [-2.37, -1.45, 0.88], [-1.55, -1.34, 2.69], [-2.19, -2.99, 0.33], [-2.19, -4.09, 1.54], [-3.71, -3.46, -0.91], [-5.52, 0.69, -2.69], [-0.82, -1.44, -1.52], [1.35, 0.62, -0.11], [0.58, 0.36, 1.57], [1.35, -2.02, -0.57], [0.80, -2.29, 1.19], [1.89, -1.05, 3.29], [4.13, -0.59, 4.57], [6.53, -0.60, 3.16], [6.46, -1.12, 0.45], [4.09, -1.58, -0.84], [-3.16, 2.08, 0.07], [-2.45, 1.38, 1.59], [-1.27, 3.32, 1.93], [-2.97, 4.12, -0.55], [-1.47, 5.15, -0.30], [-2.63, 5.02, 1.12], [0.47, 4.41, 0.66], [0.26, 3.51, -0.91], [0.98, 2.66, 0.67], [0.55, 1.65, -2.09], [-0.15, 0.86, -4.57], [-1.11, -0.55, -3.68], [1.70, -0.77, -4.35], [1.89, 0.09, -2.72], [1.01, -1.52, -2.81], [-3.50, -1.22, 0.93], [-1.18, -3.14, -0.20], [-1.14, -4.19, 2.03], [-2.42, -5.13, 1.09], [-3.02, -3.87, 2.31]],
  "nbo_charge": [-0.3397, -0.4279, 2.0078, -0.9136, -0.4491, 0.0275, -0.2438, -0.2304, -0.2662, -0.2247, -0.2580, -1.0022, -0.2144, -0.6243, -0.6383, -0.7815, 0.0717, -0.4394, -0.6363, -0.7169, -0.0362, -0.2362, -0.6583, -0.0308, 0.2363, -0.3935, 0.2319, 0.2468, 0.2308, 0.2233, 0.2301, 0.2218, 0.2180, 0.2143, 0.2313, 0.2624, 0.2543, 0.1911, 0.2202, 0.1974, 0.1957, 0.1984, 0.2170, 0.2165, 0.2285, 0.1943, 0.2416, 0.2019, 0.1993, 0.2204, 0.2495, 0.2330, 0.2189, 0.2122, 0.2177]
}

***

{
  "formula": "C20H31Cl12N5O6",
  "method": "the ωB97M-V functional and the def2-TZVPD basis",
  "homo_ev": -10.7241,
  "smiles": "COC(=O)OC.COC(=O)OC.ClC(Cl)Cl.ClC(Cl)Cl.ClC(Cl)Cl.ClC(Cl)Cl.CC#N.CC#N.CC#N.CC#N.CC#N",
  "energy_ha": -7027.9936,
  "elements": ["C", "O", "C", "O", "O", "C", "H", "H", "H", "H", "H", "H", "C", "O", "C", "O", "O", "C", "H", "H", "H", "H", "H", "H", "Cl", "C", "Cl", "Cl", "H", "Cl", "C", "Cl", "Cl", "H", "Cl", "C", "Cl", "Cl", "H", "Cl", "C", "Cl", "Cl", "H", "C", "C", "N", "H", "H", "H", "C", "C", "N", "H", "H", "H", "C", "C", "N", "H", "H", "H", "C", "C", "N", "H", "H", "H", "C", "C", "N", "H", "H", "H"],
  "xyz": [[9.59, 0.50, -12.37], [10.01, -0.61, -11.48], [11.14, -0.56, -10.85], [11.88, 0.39, -10.80], [11.40, -1.78, -10.29], [12.71, -1.95, -9.62], [9.73, 0.12, -13.39], [10.00, 1.50, -12.28], [8.52, 0.58, -12.16], [12.73, -1.33, -8.72], [13.64, -1.75, -10.15], [12.81, -2.97, -9.28], [14.56, -13.38, -5.50], [13.97, -13.19, -4.22], [13.78, -12.02, -3.64], [13.18, -11.86, -2.54], [14.05, -10.96, -4.48], [13.98, -9.64, -3.97], [14.65, -14.37, -5.95], [15.58, -13.02, -5.61], [14.07, -12.79, -6.28], [12.93, -9.37, -4.00], [14.41, -8.86, -4.59], [14.21, -9.54, -2.90], [11.65, 1.90, -5.27], [10.58, 0.87, -4.34], [11.49, -0.64, -3.78], [9.05, 0.61, -5.13], [10.25, 1.51, -3.52], [14.96, 0.15, -16.22], [14.73, -1.42, -17.11], [13.06, -1.61, -17.57], [15.21, -2.72, -15.93], [15.39, -1.47, -17.98], [13.40, 3.37, -20.94], [11.62, 3.73, -21.04], [10.99, 3.71, -19.38], [10.71, 2.52, -22.00], [11.55, 4.72, -21.49], [17.06, -11.16, -10.55], [16.54, -9.53, -11.31], [17.62, -9.27, -12.68], [16.81, -8.22, -10.24], [15.49, -9.47, -11.60], [20.50, -2.27, -11.50], [20.64, -1.01, -12.22], [20.75, -0.06, -12.77], [20.18, -1.95, -10.51], [21.44, -2.79, -11.36], [19.93, -2.97, -12.11], [9.33, 6.27, -9.59], [7.98, 6.53, -10.27], [6.96, 6.76, -10.89], [10.13, 6.35, -10.33], [9.35, 5.27, -9.14], [9.56, 6.99, -8.81], [8.25, -9.57, -6.43], [9.34, -9.04, -7.27], [10.22, -8.59, -7.96], [8.20, -10.60, -6.79], [7.30, -9.04, -6.53], [8.67, -9.41, -5.44], [1.49, 2.77, -12.99], [1.68, 3.28, -14.37], [1.88, 3.71, -15.41], [1.10, 1.75, -12.97], [0.93, 3.40, -12.29], [2.48, 2.75, -12.54], [16.91, 3.04, -9.82], [17.33, 2.59, -8.49], [17.69, 2.16, -7.47], [17.74, 3.63, -10.19], [16.01, 3.63, -9.93], [16.96, 2.15, -10.45]],
  "mulliken_charge": [-0.6193, -0.3259, 0.8270, -0.5863, -0.3165, -0.6367, 0.2676, 0.3109, 0.2502, 0.2785, 0.2869, 0.2615, -0.6462, -0.2885, 0.7594, -0.5897, -0.3117, -0.6607, 0.2890, 0.3004, 0.2879, 0.2676, 0.2763, 0.3140, -0.1009, 0.0558, -0.1293, -0.1101, 0.2845, -0.1193, 0.0303, -0.0924, -0.1259, 0.3060, -0.1263, 0.0415, -0.1051, -0.1067, 0.2976, -0.1444, 0.0378, -0.1145, -0.0959, 0.3165, -0.7257, 0.2447, -0.2946, 0.2493, 0.2669, 0.2606, -0.6976, 0.3101, -0.3760, 0.2487, 0.2481, 0.2671, -0.6148, 0.2787, -0.4090, 0.2335, 0.2815, 0.2326, -0.7333, 0.2920, -0.3294, 0.2533, 0.2720, 0.2454, -0.7234, 0.3002, -0.3755, 0.2684, 0.2843, 0.2471]
}